ORCA calculation (ωB97M-V with the def2-TZVPD basis set) on a single C5H15N2 molecule in a non-equilibrium geometry.

Bonds (Å) are listed after each position.
Element x y z (Å)
1 C 1.3583 1.4535 0.1342  C2 1.608, N7 1.522, H8 1.059, H9 1.094
2 C -0.1303 1.2086 0.6913  C1 1.608, C3 1.492, H10 1.145, H11 1.127
3 C -1.1362 1.1103 -0.4064  C2 1.492, C4 1.570, H12 1.069, H13 1.038
4 C -1.3872 -0.3049 -1.0385  C3 1.570, N5 1.390, H14 1.155, H15 1.067
5 N -1.4246 -1.3833 -0.1630  C4 1.390, C6 1.531, H16 1.008
6 C -0.1730 -1.9716 0.4938  N5 1.531, H17 1.179, H18 1.063, H19 1.153
7 N 1.9893 0.0721 0.0286  C1 1.522, H20 0.991, H21 1.051, H22 1.072
8 H 1.7559 2.1194 0.8553  C1 1.059
9 H 1.4937 2.1462 -0.7013  C1 1.094
10 H -0.1299 0.2960 1.3829  C2 1.145
11 H -0.2918 2.0747 1.3935  C2 1.127
12 H -0.8933 1.8674 -1.1203  C3 1.069
13 H -2.0739 1.3048 -0.0047  C3 1.038
14 H -0.7926 -0.7117 -1.9411  C4 1.155
15 H -2.2863 -0.3856 -1.6067  C4 1.067
16 H -2.1511 -1.2473 0.5219  N5 1.008
17 H -0.7184 -2.9864 0.7440  C6 1.179
18 H 0.1830 -1.6015 1.4250  C6 1.063
19 H 0.5078 -2.4564 -0.3009  C6 1.153
20 H 1.5247 -0.6402 0.5366  N7 0.991
21 H 3.0325 0.1946 0.0649  N7 1.051
22 H 1.7434 -0.1588 -0.9892  N7 1.072

Properties
LUMO level (spin up / spin down)	0.864 / 0.719	eV
spin multiplicity	2
ΔE to the lowest compared entry with this formula, charge and spin	4.210	eV
gap between HOMO and LUMO (spin up / spin down)	4.185 / 9.822	eV